Density functional theory data (ωB97M-V/def2-TZVPD) for an isolated molecule of C14H17N3O3.

As for the total energy: -933.59065 hartree. The SMILES is C[C@H](NC(=O)[C@@H](N)Cc1c[nH]c2ccccc12)C(=O)O. The value obtained for the largest force on an atom is 4.89 eV/Å. As for the energy above the lowest of the compared OMol25 structures with the same formula, charge and spin: 4.508 eV.

Geometry as ORCA input:
```
! RIJCOSX wB97M-V def2-TZVPD def2/J DEFGRID3
* xyz 0 1
C -0.214 2.264 -3.380
C 0.716 2.775 -2.317
N 0.774 1.738 -1.264
C 0.010 1.806 -0.209
O -0.948 2.570 -0.124
C 0.271 0.697 0.759
N 0.686 1.232 2.196
C -1.038 -0.039 1.106
C -0.810 -1.480 1.605
C -0.801 -1.906 2.975
N -0.616 -3.287 3.086
C -0.309 -3.736 1.854
C 0.219 -5.089 1.580
C 0.610 -5.105 0.234
C 0.511 -4.061 -0.711
C 0.099 -2.784 -0.364
C -0.417 -2.704 0.949
C 0.442 4.241 -2.328
O 0.861 4.940 -3.229
O -0.293 4.742 -1.350
H -1.108 1.755 -2.939
H 0.327 1.464 -3.963
H -0.596 3.118 -4.038
H 1.782 2.724 -2.794
H 1.259 1.000 -1.636
H 1.204 0.196 0.433
H -0.058 1.652 2.680
H 1.654 1.385 2.583
H -1.536 0.568 1.883
H -1.690 0.164 0.260
H -1.084 -1.118 3.760
H -0.683 -3.663 4.031
H 0.217 -5.996 2.281
H 1.231 -5.952 -0.121
H 0.903 -4.478 -1.561
H 0.149 -1.921 -1.103
H -0.576 4.042 -0.756
*
```



Density functional theory data (ωB97M-V/def2-TZVPD) for a cluster of 2 separate species, C4H10NO2 in total.

As for the total energy: -363.28436 hartree. The value obtained for the largest force on an atom is 1.73 eV/Å. As for the energy above the lowest of the compared OMol25 structures with the same formula, charge and spin: 4.117 eV.

Geometry as ORCA input:
```
! RIJCOSX wB97M-V def2-TZVPD def2/J DEFGRID3
* xyz 1 1
C -0.557 -0.281 2.160
C -1.070 -0.547 0.853
C 2.309 0.420 -0.685
C -2.011 -0.936 -1.260
N 1.152 1.183 -0.222
O -1.637 0.434 1.448
O -1.095 -1.214 -0.179
H -0.882 -0.873 3.010
H 0.363 0.282 2.269
H 2.585 -0.303 0.081
H 2.043 -0.114 -1.598
H 3.182 1.045 -0.900
H -2.546 -0.001 -1.105
H -2.708 -1.777 -1.323
H -1.415 -0.901 -2.172
H 0.860 1.826 -0.952
H 1.428 1.757 0.572
*
```



Density functional theory data (ωB97M-V/def2-TZVPD) for a structure of composition C42H43AsGeN3PPdS.

As for the total energy: -6970.56152 hartree. The value obtained for the largest force on an atom is 0.59 eV/Å. As for the energy above the lowest of the compared OMol25 structures with the same formula, charge and spin: 2.436 eV.

Geometry as ORCA input:
```
! RIJCOSX wB97M-V def2-TZVPD def2/J DEFGRID3
* xyz 0 1
Pd -0.930 0.411 -1.045
N -4.808 -1.108 -2.322
C -4.735 -1.695 -3.606
C -5.542 -2.757 -3.978
C -5.407 -3.296 -5.251
C -4.441 -2.810 -6.120
C -3.611 -1.769 -5.726
C -3.785 -1.191 -4.478
S -2.870 0.214 -3.946
N -2.655 -0.183 -2.294
C -3.654 -0.712 -1.689
C -3.570 -0.866 -0.214
C -4.496 -1.583 0.527
C -4.383 -1.602 1.911
C -3.351 -0.903 2.500
C -2.445 -0.247 1.680
N -2.534 -0.234 0.353
H -5.553 -1.442 -1.736
H -6.275 -3.155 -3.286
H -6.050 -4.111 -5.555
H -4.328 -3.243 -7.104
H -2.840 -1.394 -6.388
H -5.290 -2.144 0.056
H -5.096 -2.155 2.508
H -3.209 -0.867 3.572
H -1.610 0.287 2.109
C 0.915 -0.033 1.997
C 0.709 -1.534 1.915
As 1.072 -2.569 3.556
C 0.088 -1.420 4.802
C -1.178 -1.852 5.193
C -1.978 -1.068 6.016
C -1.514 0.161 6.464
C -0.247 0.594 6.095
C 0.549 -0.192 5.274
C 2.891 -1.949 3.889
C 3.771 -1.698 2.839
C 5.090 -1.348 3.094
C 5.546 -1.249 4.400
C 4.678 -1.507 5.453
C 3.361 -1.861 5.197
P 0.899 0.745 0.329
C 2.206 0.131 -0.588
C 1.728 -0.197 -1.997
C 2.902 -0.323 -2.941
C 4.178 -0.142 -2.570
C 4.565 0.216 -1.218
C 3.574 0.358 -0.297
C 1.005 2.517 0.792
C 0.053 3.117 1.615
C 0.133 4.466 1.920
C 1.170 5.234 1.403
C 2.119 4.647 0.581
C 2.038 3.294 0.275
H 1.912 0.204 2.386
H 0.224 0.450 2.689
H 1.340 -1.949 1.125
H -0.317 -1.783 1.629
H -1.540 -2.819 4.859
H -2.955 -1.423 6.321
H -2.132 0.772 7.110
H 0.125 1.547 6.450
H 1.538 0.154 5.000
H 3.444 -1.760 1.806
H 5.756 -1.152 2.263
H 6.574 -0.974 4.598
H 5.026 -1.433 6.475
H 2.694 -2.060 6.029
H 1.218 -1.177 -2.018
H 2.685 -0.628 -3.961
H 4.958 -0.286 -3.311
H 5.603 0.382 -0.970
H 3.834 0.680 0.712
H -0.771 2.532 2.013
H -0.616 4.921 2.555
H 1.231 6.289 1.640
H 2.929 5.240 0.176
H 2.775 2.829 -0.370
C 0.143 -0.197 -5.519
Ge 0.453 1.297 -4.269
C -0.885 2.743 -4.459
C 2.111 2.179 -4.857
C 0.635 0.845 -2.360
H -0.521 0.115 -6.327
H -0.298 -1.061 -5.023
H 1.093 -0.503 -5.960
H -1.594 2.565 -5.267
H -0.352 3.670 -4.679
H -1.449 2.894 -3.536
H 1.884 2.783 -5.739
H 2.898 1.469 -5.101
H 2.490 2.838 -4.074
H 1.003 1.822 -2.007
*
```



Density functional theory data (ωB97M-V/def2-TZVPD) for a cluster of 2 separate species, C14H26O5PS in total.

As for the total energy: -1664.41214 hartree. The value obtained for the largest force on an atom is 3.44 eV/Å.

Geometry as ORCA input:
```
! RIJCOSX wB97M-V def2-TZVPD def2/J DEFGRID3
* xyz 1 1
C 3.438 1.161 3.129
C 4.019 0.704 1.705
C 2.990 0.998 0.530
O 2.463 2.331 0.646
C 1.159 2.452 0.098
P 0.205 3.757 1.037
C -0.016 3.429 2.867
O -1.343 3.011 3.210
C -1.700 1.835 2.526
C -3.105 1.727 2.087
C -3.509 0.525 1.339
C -2.563 -0.560 1.015
C -1.171 -0.461 1.481
C -0.794 0.734 2.226
H 2.335 1.334 2.954
H 3.929 2.083 3.519
H 3.491 0.333 3.883
H 4.977 1.281 1.568
H 4.222 -0.399 1.759
H 2.216 0.186 0.558
H 3.586 0.875 -0.420
H 1.286 2.863 -0.955
H 0.607 1.481 -0.027
H 0.992 4.951 0.943
H -1.034 4.085 0.401
H 0.125 4.419 3.395
H 0.761 2.745 3.309
H -3.842 2.535 2.326
H -4.566 0.440 0.995
H -2.855 -1.461 0.422
H -0.403 -1.243 1.267
H 0.266 0.818 2.572
O -1.020 -2.330 -1.601
S -1.650 -2.436 -2.890
O -2.909 -3.093 -3.061
O -0.598 -3.045 -3.935
C 0.041 -4.289 -3.615
C -0.881 -5.471 -3.850
C -1.757 -0.824 -3.605
H 0.414 -4.277 -2.588
H 0.907 -4.373 -4.272
H -1.711 -5.469 -3.143
H -0.338 -6.410 -3.731
H -1.310 -5.432 -4.853
H -0.789 -0.335 -3.521
H -2.511 -0.264 -3.052
H -2.056 -0.920 -4.647
*
```



no.,E_LUMO (hartree),HOMO energy (eV),orbital gap (eV)
1,0.013,-8.06,8.401
2,-0.148,-13.47,9.447
3,-0.036,-5.01,4.014
4,-0.107,-12.01,9.105